No. 1
The following is a DFT calculation (ωB97M-V/def2-TZVPD) of a structure of composition C34H42Br7CaClF3LiN2NaO7PS2.

```
102
Properties=species:S:1:pos:R:3:mulliken_charge:R:1
C 4.540 -1.763 4.388 -0.95
P 4.444 -0.290 3.215 -0.13
O 3.888 1.097 4.007 -0.43
C 3.150 -0.809 1.953 0.33
C 3.680 -1.371 0.708 0.22
F 5.043 -1.465 0.552 -0.32
C 2.783 -1.799 -0.377 -0.16
C 3.436 -2.352 -1.672 0.73
C 4.348 -1.362 -2.384 -0.17
C 4.961 -1.798 -3.663 -0.56
C 4.521 -3.262 -4.028 -0.86
C 3.602 -4.160 -3.166 -0.73
N 3.069 -3.680 -1.993 -0.48
C 1.349 -1.647 -0.180 0.19
C 0.794 -1.069 1.092 -0.60
C 1.688 -0.650 2.168 0.69
C 1.150 -0.023 3.483 -0.60
O 1.680 -0.654 4.675 -0.27
C 1.347 0.169 5.813 -0.68
O 2.497 0.606 6.524 -0.23
C 2.513 2.018 6.731 -0.17
C 4.011 2.589 6.770 -0.58
O 4.905 1.471 6.995 -0.51
C -0.763 -0.917 1.191 -0.75
O -1.388 -1.187 2.178 -0.43
C -1.447 -0.426 -0.148 1.00
C -2.612 0.566 -0.226 0.71
S -3.309 1.230 1.331 0.06
C -3.103 0.925 -1.591 0.59
C -4.300 1.909 -1.747 -0.89
C -4.085 3.333 -1.111 -0.54
C -5.479 3.983 -0.698 -0.53
S -6.386 3.023 0.599 -0.19
C -2.488 0.338 -2.883 -1.92
C -1.382 -0.640 -2.855 1.25
C -0.839 -1.171 -4.208 -1.30
C 0.733 -1.166 -4.347 0.24
C 1.255 -0.804 -5.798 -0.85
C 2.632 -0.013 -5.675 0.09
C 2.353 1.525 -5.877 -0.82
N 1.946 2.174 -4.587 -0.41
C -0.865 -1.012 -1.475 0.69
C 0.315 -2.049 -1.284 -0.39
O 0.343 -3.052 -1.924 -0.33
H 3.582 -2.341 4.304 0.23
H 4.697 -1.368 5.424 0.28
H 5.413 -2.379 4.031 0.39
H 4.664 1.610 4.279 0.29
H 4.532 -0.331 -1.992 0.38
H 5.633 -1.169 -4.280 0.52
H 4.921 -3.701 -4.976 0.27
H 3.316 -5.194 -3.488 0.47
H 1.509 1.051 3.499 0.32
H 0.035 0.018 3.555 0.65
H 0.662 1.007 5.507 0.49
H 0.767 -0.482 6.532 0.25
H 2.054 2.233 7.742 0.34
H 1.994 2.601 5.921 0.26
H 4.294 3.057 5.790 0.22
H 4.129 3.370 7.562 0.33
H 5.653 1.558 6.383 0.32
H -4.391 0.454 1.691 0.15
H -4.455 2.052 -2.855 0.35
H -5.230 1.396 -1.372 0.26
H -3.333 3.373 -0.289 0.37
H -3.687 4.001 -1.934 0.33
H -5.359 5.053 -0.325 0.21
H -6.123 4.061 -1.622 0.33
H -7.211 2.186 -0.120 0.09
H -2.937 0.670 -3.852 0.20
H -1.312 -2.171 -4.420 0.21
H -1.232 -0.476 -5.007 0.51
H 1.078 -2.223 -4.147 0.08
H 1.231 -0.550 -3.541 0.09
H 0.496 -0.268 -6.418 0.45
H 1.520 -1.776 -6.303 0.33
H 3.162 -0.247 -4.707 -0.30
H 3.349 -0.325 -6.486 0.41
H 3.223 2.077 -6.324 0.36
H 1.481 1.630 -6.587 0.25
H 2.234 3.150 -4.675 0.25
H 2.485 1.723 -3.846 0.13
C -5.074 0.703 5.574 -0.47
Br -6.498 1.250 4.397 0.03
Br -3.710 -0.308 4.627 0.06
Br -4.312 2.190 6.534 -0.01
H -5.508 0.035 6.310 0.39
C -3.630 -4.105 -1.814 -0.44
Br -5.086 -3.539 -2.958 -0.16
Br -2.338 -5.207 -2.772 -0.03
Br -2.792 -2.581 -0.924 0.02
H -4.070 -4.721 -1.035 0.48
F -3.812 2.174 3.376 -0.77
Li -7.138 -1.823 -3.351 0.92
Cl -1.710 -7.507 -3.843 -0.76
Ca 5.951 -4.033 -2.089 0.83
O -5.847 7.292 0.555 -0.61
H -5.638 7.723 1.391 0.30
H -6.408 7.927 0.098 0.29
Br -0.418 1.224 -1.333 -0.11
Na -3.392 -2.817 4.625 0.78
F -5.940 -3.574 -0.496 -0.83
```

- E_tot: -618222.2817 eV
- Strongest force on any atom: 6.4 eV/Å
- Gap between HOMO and LUMO: 0.0961 Ha



No. 2
The following is a DFT calculation (ωB97M-V/def2-TZVPD) of a structure of composition C34H42BrIrN7O3.

```
88
Properties=species:S:1:pos:R:3:mulliken_spin:R:1
Ir -0.393 -1.343 -0.572 0.69
O 3.621 -2.863 -1.258 0.00
C 2.509 -2.406 -1.332 -0.01
N 1.599 -2.367 -0.319 -0.02
C 1.962 -2.948 0.857 0.02
O 2.834 -3.759 1.029 0.00
C 1.154 -2.420 2.027 0.00
C 1.521 -2.795 3.315 0.00
C 0.797 -2.286 4.380 0.00
C -0.237 -1.395 4.122 0.00
C -0.523 -1.067 2.805 0.00
N 0.146 -1.590 1.784 0.04
C 2.017 -1.767 -2.607 0.02
C 2.854 -1.800 -3.718 0.00
C 2.398 -1.242 -4.901 0.00
C 1.132 -0.678 -4.927 0.00
C 0.374 -0.671 -3.762 0.00
N 0.818 -1.203 -2.633 0.02
H 2.351 -3.473 3.444 0.00
H 1.033 -2.577 5.391 0.00
H -0.825 -0.977 4.926 0.00
H -1.312 -0.368 2.564 0.00
H 3.827 -2.260 -3.628 0.00
H 3.019 -1.243 -5.784 0.00
H 0.731 -0.244 -5.830 0.00
H -0.615 -0.231 -3.748 0.00
C 0.582 6.328 2.119 0.00
C 0.223 6.007 0.651 0.00
C -1.214 6.466 0.391 0.00
C 1.164 6.791 -0.293 0.00
C 0.426 4.538 0.400 0.00
C -0.597 3.708 -0.092 0.00
C -0.357 2.374 -0.249 -0.02
Br -1.726 1.217 -0.901 0.04
C 0.895 1.724 0.026 0.02
O 1.043 0.488 -0.122 0.09
C 1.957 2.611 0.481 0.00
C 1.676 3.945 0.651 0.01
C 3.320 2.015 0.744 0.00
C 3.825 1.391 -0.568 -0.01
C 4.346 3.051 1.211 0.00
C 3.206 0.924 1.822 0.00
H 0.461 7.394 2.297 0.00
H 1.607 6.066 2.366 0.00
H -0.082 5.792 2.794 0.00
H -1.299 7.518 0.648 0.00
H -1.931 5.920 0.999 0.00
H -1.484 6.362 -0.658 0.00
H 1.027 7.856 -0.128 0.00
H 0.922 6.570 -1.331 0.00
H 2.211 6.554 -0.126 0.00
H -1.570 4.098 -0.344 0.00
H 2.461 4.589 1.008 0.00
H 3.876 2.149 -1.347 0.00
H 3.170 0.588 -0.897 0.00
H 4.819 0.981 -0.414 0.00
H 4.476 3.845 0.478 0.00
H 5.307 2.559 1.333 0.00
H 4.074 3.485 2.171 0.00
H 2.561 0.115 1.488 0.00
H 2.805 1.342 2.744 0.00
H 4.192 0.515 2.025 0.00
C -1.939 -6.470 -2.091 0.00
N -2.429 -5.110 -2.206 0.01
C -3.843 -4.870 -2.434 0.00
C -1.653 -4.123 -1.940 0.01
N -0.949 -3.220 -1.751 0.04
H -2.411 -7.087 -2.854 0.00
H -2.163 -6.886 -1.106 0.00
H -0.863 -6.481 -2.239 0.00
H -4.249 -5.695 -3.016 0.00
H -3.976 -3.948 -2.996 0.00
H -4.395 -4.790 -1.493 0.00
C -4.543 -3.231 2.941 0.00
C -4.037 -2.624 1.693 -0.01
C -4.718 -2.064 0.633 0.00
C -3.746 -1.672 -0.297 -0.01
N -2.533 -1.943 0.187 0.10
N -2.728 -2.537 1.385 -0.02
C -4.000 -1.141 -1.657 0.00
H -5.620 -3.350 2.872 0.00
H -4.325 -2.593 3.796 0.00
H -4.091 -4.206 3.112 0.00
H -5.777 -1.942 0.538 0.00
H -1.949 -2.889 1.921 0.00
H -4.824 -1.700 -2.098 0.00
H -3.111 -1.243 -2.276 0.00
H -4.289 -0.092 -1.625 0.00
```

- Charge: +2
- E_tot: -125376.9789 eV
- Strongest force on any atom: 5.9 eV/Å
- Relative energy (zero: lowest compared OMol25 entry of this formula, charge and spin): 138.5 kcal/mol
- Spin multiplicity: 2
- ⟨S²⟩: 1.00
- Gap between HOMO and LUMO (alpha / beta): 0.1543 / 0.1460 Ha